Formula: C26H46BBrO3P
Source: OMol25
Level of theory: ωB97M-V/def2-TZVPD

ORCA input file:
```
! RIJCOSX wB97M-V def2-TZVPD def2/J DEFGRID3
* xyz -1 1
C 1.46 -0.58 3.16
C 2.88 -1.23 2.96
P 3.95 -0.48 1.62
C 4.29 1.27 2.26
C 5.33 2.06 1.38
C 3.01 -0.21 0.00
O 2.49 1.11 0.12
B 1.03 1.16 -0.17
C 0.94 2.10 -1.52
C 1.96 3.32 -1.50
C 3.28 2.96 -2.30
Br 1.09 4.80 -2.55
O 0.68 -0.28 -0.30
C 1.79 -1.16 -0.42
C 1.88 -1.34 -2.02
C 0.57 -1.95 -2.64
C -0.46 -0.88 -3.19
C -1.97 -1.25 -2.80
C -2.52 -0.11 -1.85
C -3.92 -0.43 -1.21
C -5.01 0.66 -1.60
C -4.55 2.13 -1.29
C -4.13 2.37 0.21
O -5.25 2.07 1.05
C -4.86 2.08 2.43
C 1.70 -2.64 0.12
C 0.46 -2.96 0.99
C -0.92 -2.59 0.72
C -2.00 -2.96 1.63
C -1.73 -3.71 2.84
C -0.37 -4.15 3.13
C 0.68 -3.76 2.21
H 1.63 0.50 3.44
H 0.95 -1.05 4.05
H 0.81 -0.58 2.25
H 3.44 -1.07 3.93
H 2.87 -2.34 2.80
H 3.34 1.84 2.46
H 4.75 1.11 3.28
H 4.75 2.85 0.81
H 5.98 2.65 2.09
H 5.96 1.42 0.71
H 3.83 -0.10 -0.78
H 0.40 1.72 0.69
H -0.11 2.52 -1.61
H 1.16 1.55 -2.49
H 2.17 3.65 -0.46
H 3.03 2.27 -3.15
H 3.80 3.87 -2.70
H 4.00 2.38 -1.65
H 2.19 -0.38 -2.52
H 2.71 -2.07 -2.25
H 0.88 -2.57 -3.53
H 0.01 -2.64 -1.96
H -0.44 -0.88 -4.31
H -0.30 0.16 -2.81
H -2.04 -2.27 -2.33
H -2.63 -1.30 -3.72
H -1.80 0.03 -1.00
H -2.51 0.83 -2.46
H -3.81 -0.32 -0.09
H -4.29 -1.47 -1.38
H -5.19 0.60 -2.71
H -6.00 0.47 -1.09
H -3.70 2.49 -1.92
H -5.42 2.82 -1.49
H -3.19 1.84 0.50
H -3.93 3.47 0.31
H -5.24 3.03 2.92
H -3.76 1.93 2.59
H -5.41 1.23 2.93
H 2.64 -2.84 0.70
H 1.72 -3.41 -0.71
H -1.11 -2.00 -0.21
H -3.02 -2.60 1.35
H -2.54 -3.97 3.55
H -0.08 -4.73 4.03
H 1.73 -4.09 2.43
*
```

=====

Formula: C26H46BN5O6S
Source: OMol25
Level of theory: ωB97M-V/def2-TZVPD

ORCA input file:
```
! RIJCOSX wB97M-V def2-TZVPD def2/J DEFGRID3
* xyz 0 1
C 4.12 1.69 2.18
C 4.12 3.04 3.01
C 3.03 4.09 2.56
C 1.54 3.65 2.95
N 0.65 3.74 1.75
C 0.56 2.43 1.13
C -0.36 1.34 1.51
B -1.40 1.67 2.73
O -2.69 2.22 2.42
C -1.02 1.43 4.27
C -1.13 -0.08 4.74
C -0.35 -0.04 0.82
C -1.36 -1.15 1.29
C -2.72 -1.14 0.42
C -2.60 -2.32 -0.63
C -3.97 -2.79 -1.27
O -3.82 -4.19 -1.68
C -2.69 -4.35 -2.48
O -2.57 -3.75 -3.54
C 0.61 -0.30 -0.26
C 0.77 -1.65 -1.01
C 2.16 -2.36 -0.61
C 1.87 -3.38 0.59
O 2.71 -3.05 1.73
C 1.55 0.82 -0.70
N 2.49 0.66 -1.70
S 3.22 2.16 -1.75
N 2.45 3.03 -0.56
C 1.52 2.16 -0.01
H 3.24 1.02 2.42
H 5.06 1.13 2.48
H 4.21 1.86 1.07
H 5.14 3.51 2.84
H 4.05 2.75 4.10
H 3.23 5.04 3.15
H 3.11 4.39 1.48
H 1.52 2.59 3.32
H 1.14 4.34 3.75
H -0.26 4.16 1.96
H -2.50 3.18 2.35
H -1.75 2.05 4.88
H 0.01 1.85 4.50
H -0.46 -0.75 4.15
H -2.20 -0.41 4.59
H -0.95 -0.18 5.86
H -0.83 -2.14 1.21
H -1.68 -1.04 2.36
H -3.63 -1.31 1.06
H -2.78 -0.17 -0.17
H -1.94 -1.94 -1.47
H -2.15 -3.20 -0.09
H -4.16 -2.21 -2.22
H -4.85 -2.72 -0.59
H -1.79 -4.99 -2.17
H -0.02 -2.41 -0.79
H 0.80 -1.47 -2.12
H 2.93 -1.59 -0.31
H 2.55 -3.00 -1.46
H 0.81 -3.32 0.95
H 2.05 -4.45 0.27
H 2.13 -2.72 2.42
C -3.21 6.65 -1.33
C -2.22 6.06 -0.37
O -2.50 5.15 0.40
N -0.96 6.56 -0.35
C -0.40 7.62 -1.15
H -4.17 6.15 -1.22
H -3.35 7.71 -1.11
H -2.86 6.52 -2.35
H -0.36 6.10 0.33
H 0.44 7.23 -1.72
H -0.04 8.41 -0.49
H -1.13 8.04 -1.84
C -0.22 -5.58 -5.09
C 0.32 -6.25 -3.87
O 0.41 -5.66 -2.80
N 0.73 -7.54 -3.97
C 0.71 -8.40 -5.14
H -0.51 -4.56 -4.84
H 0.53 -5.55 -5.88
H -1.11 -6.11 -5.44
H 1.09 -7.92 -3.10
H 0.09 -9.27 -4.92
H 1.73 -8.72 -5.35
H 0.31 -7.89 -6.01
*
```

=====

The following E_LUMO values (in eV) correspond, in order, to the records above: 2.8; -0.5.
The following strongest force on any atom values (in eV Å⁻¹) correspond, in order, to the records above: 3.8; 3.7.